No. 1
# C72H79AsFN4P3SSiY

A structure of composition C72H79AsFN4P3SSiY at a distorted geometry (ωB97M-V with the def2-TZVPD basis set, the Open Molecules 2025 dataset).

```
163
Properties=species:S:1:pos:R:3:forces:R:3
Y 0.095 0.708 0.586 0.367 -1.632 1.029
C -2.086 3.119 -1.914 0.060 -0.071 0.568
Si -1.600 2.741 -0.082 -0.892 0.985 -0.733
C -1.063 4.469 0.567 -0.048 -0.410 -0.114
C -1.617 5.620 0.008 -0.072 0.107 0.015
C -1.260 6.887 0.429 -0.083 0.028 -0.059
C -0.320 7.033 1.435 0.042 0.091 0.076
C 0.255 5.912 1.997 0.068 0.105 -0.007
C -0.108 4.634 1.572 0.193 0.031 -0.108
P 0.593 3.169 2.427 -0.835 0.681 0.051
C -0.485 3.276 3.903 0.166 -0.287 -0.106
C -1.404 2.250 4.090 0.226 0.159 -0.002
C -2.307 2.298 5.135 -0.204 -0.052 0.050
C -2.295 3.376 6.006 -0.061 -0.103 0.029
C -1.388 4.406 5.818 -0.040 0.127 0.104
C -0.490 4.364 4.768 -0.010 -0.093 -0.014
C 2.204 3.839 2.959 0.191 -0.372 -0.258
C 3.062 4.206 1.924 -0.236 -0.079 0.068
C 4.377 4.536 2.188 0.170 0.057 0.014
C 4.857 4.486 3.486 0.060 -0.031 -0.039
C 4.013 4.110 4.518 0.026 0.059 0.124
C 2.691 3.793 4.261 -0.186 0.061 -0.077
C -3.318 2.415 0.731 0.469 0.083 -0.157
C -3.984 3.461 1.362 -0.096 0.129 0.086
C -5.270 3.315 1.848 -0.043 0.053 0.023
C -5.936 2.112 1.682 -0.093 -0.066 0.000
C -5.290 1.051 1.075 -0.134 0.029 0.020
C -3.978 1.183 0.628 0.168 -0.222 0.183
P -3.083 -0.261 -0.079 -0.668 0.424 -0.431
C -3.905 -1.699 0.704 0.488 -0.075 0.136
C -4.266 -1.722 2.053 -0.062 0.095 -0.155
C -4.678 -2.902 2.646 0.028 -0.101 0.131
C -4.689 -4.082 1.918 -0.021 -0.043 -0.020
C -4.306 -4.073 0.585 -0.008 -0.133 0.081
C -3.920 -2.892 -0.018 -0.067 0.235 -0.028
C -3.838 -0.348 -1.747 0.518 -0.086 0.026
C -3.002 -0.096 -2.827 -0.019 -0.159 0.146
C -3.495 -0.096 -4.117 -0.031 0.064 -0.130
C -4.838 -0.345 -4.337 0.124 0.027 -0.061
C -5.675 -0.622 -3.268 -0.173 -0.001 0.115
C -5.181 -0.632 -1.976 0.086 0.048 -0.003
H -2.917 3.818 -1.944 -0.162 0.157 -0.028
H -2.407 2.235 -2.451 -0.021 -0.138 -0.051
H -1.253 3.560 -2.453 0.206 0.082 -0.073
H -2.362 5.531 -0.766 -0.099 -0.027 -0.168
H -1.715 7.756 -0.023 -0.031 0.068 -0.031
H -0.043 8.018 1.783 0.069 0.081 0.014
H 1.001 6.036 2.770 0.035 0.035 -0.021
H -1.391 1.415 3.400 -0.103 -0.121 0.003
H -3.032 1.506 5.264 -0.048 -0.080 0.028
H -2.997 3.414 6.826 -0.055 0.017 0.038
H -1.393 5.258 6.483 0.009 0.042 0.070
H 0.196 5.183 4.617 0.049 0.043 0.028
H 2.686 4.211 0.909 0.043 0.030 -0.114
H 5.033 4.823 1.382 0.079 0.044 -0.124
H 5.888 4.731 3.691 0.105 0.047 0.028
H 4.386 4.051 5.530 0.045 0.064 0.123
H 2.045 3.484 5.071 -0.035 -0.022 0.012
H -3.483 4.413 1.469 -0.009 0.077 0.043
H -5.760 4.143 2.341 -0.046 0.070 0.041
H -6.953 1.997 2.027 -0.079 -0.010 0.032
H -5.814 0.113 0.957 -0.034 -0.027 0.039
H -4.257 -0.807 2.634 -0.003 0.003 0.014
H -4.979 -2.903 3.684 -0.031 -0.007 0.065
H -4.999 -5.004 2.385 -0.028 -0.067 0.049
H -4.294 -4.993 0.018 -0.062 -0.066 -0.058
H -3.634 -2.881 -1.062 0.025 -0.068 -0.008
H -1.949 0.086 -2.643 -0.101 0.093 -0.029
H -2.836 0.107 -4.947 0.092 0.008 -0.157
H -5.231 -0.328 -5.340 -0.059 -0.017 -0.149
H -6.723 -0.819 -3.437 -0.075 -0.050 -0.036
H -5.839 -0.877 -1.154 -0.053 0.043 0.068
N -1.103 -1.121 2.246 -0.103 0.461 -0.054
C -0.716 -1.490 3.624 0.064 -0.088 0.349
C 0.030 -2.819 3.699 0.232 0.372 -0.012
C 1.509 -2.754 3.308 -0.141 -0.175 -0.199
C 1.830 -2.708 1.812 0.124 -0.151 0.199
N 1.726 -1.357 1.234 0.322 0.216 -0.407
H -2.009 -0.652 2.302 0.146 -0.242 -0.026
H -1.295 -1.992 1.745 -0.087 0.316 -0.103
H -1.606 -1.561 4.263 0.005 0.018 -0.145
H -0.076 -0.698 4.022 -0.171 -0.132 0.060
H -0.488 -3.575 3.101 -0.081 -0.093 0.009
H -0.012 -3.148 4.739 -0.096 -0.066 -0.009
H 1.996 -3.644 3.715 0.036 0.021 -0.026
H 1.954 -1.882 3.790 0.116 -0.070 0.059
H 1.169 -3.394 1.271 0.036 0.000 -0.010
H 2.855 -3.082 1.678 -0.172 -0.012 -0.037
H 2.248 -1.355 0.355 -0.004 0.002 0.150
H 2.246 -0.728 1.856 -0.092 -0.044 -0.161
C 0.742 -0.111 -3.981 -0.220 0.295 0.189
C 1.599 -1.046 -4.827 0.052 -0.044 -0.189
As 1.533 -0.548 -6.765 -0.232 -0.238 0.283
C -0.404 -0.787 -7.014 0.147 0.173 0.002
C -1.014 -2.029 -6.886 0.161 -0.114 0.099
C -2.367 -2.180 -7.125 -0.069 -0.082 0.017
C -3.127 -1.087 -7.511 -0.084 0.050 -0.042
C -2.535 0.159 -7.632 -0.171 0.020 -0.073
C -1.181 0.308 -7.381 0.316 0.096 0.082
C 2.007 -2.291 -7.527 0.106 0.090 -0.089
C 1.515 -2.591 -8.795 -0.121 0.253 -0.014
C 1.824 -3.786 -9.415 0.011 -0.039 -0.077
C 2.650 -4.700 -8.779 0.027 -0.068 0.017
C 3.161 -4.406 -7.527 0.081 -0.148 -0.028
C 2.846 -3.207 -6.907 -0.025 0.229 0.253
P 0.541 -0.638 -2.198 0.386 -0.583 -0.557
C 2.260 -1.258 -1.998 -0.085 0.178 0.251
C 2.627 -2.599 -1.956 -0.156 0.070 -0.015
C 3.959 -2.945 -1.807 0.151 -0.102 0.057
C 4.931 -1.966 -1.688 0.024 -0.028 0.008
C 4.571 -0.628 -1.743 0.119 -0.008 -0.043
C 3.246 -0.275 -1.908 -0.097 -0.033 -0.007
C -0.383 -2.215 -2.288 -0.099 0.310 0.198
C -0.478 -2.922 -1.090 0.027 0.124 -0.117
C -1.089 -4.160 -1.040 0.055 -0.104 0.048
C -1.639 -4.694 -2.194 0.028 -0.032 -0.055
C -1.616 -3.963 -3.370 -0.080 -0.078 -0.070
C -1.008 -2.720 -3.420 0.181 0.075 0.093
H -0.258 0.008 -4.412 0.029 0.046 0.069
H 1.192 0.889 -3.942 -0.139 -0.072 -0.022
H 1.288 -2.087 -4.697 0.042 0.036 -0.125
H 2.648 -0.974 -4.523 -0.155 -0.052 -0.061
H -0.412 -2.890 -6.617 -0.032 -0.047 -0.018
H -2.827 -3.153 -7.026 -0.044 -0.080 -0.010
H -4.178 -1.213 -7.725 -0.105 0.011 -0.013
H -3.127 1.011 -7.933 -0.034 0.067 -0.018
H -0.710 1.281 -7.480 -0.069 -0.017 -0.045
H 0.867 -1.877 -9.295 0.013 -0.071 -0.031
H 1.423 -4.007 -10.395 -0.015 0.009 -0.043
H 2.896 -5.636 -9.261 0.013 -0.054 -0.018
H 3.811 -5.114 -7.030 0.029 -0.013 0.027
H 3.262 -2.989 -5.930 0.008 -0.035 0.029
H 1.883 -3.377 -2.046 -0.037 -0.017 -0.004
H 4.239 -3.988 -1.782 0.023 -0.097 0.002
H 5.966 -2.245 -1.560 0.101 -0.025 0.007
H 5.324 0.141 -1.658 0.081 0.076 -0.014
H 2.971 0.769 -1.959 -0.008 0.067 0.116
H -0.041 -2.480 -0.205 0.044 -0.073 0.167
H -1.136 -4.715 -0.112 0.002 0.008 0.058
H -2.083 -5.677 -2.179 -0.106 -0.092 0.011
H -2.061 -4.367 -4.265 -0.119 -0.058 -0.126
H -1.022 -2.159 -4.342 0.044 0.024 -0.080
F 1.832 1.448 0.000 0.635 0.185 -0.259
C 3.305 -1.171 7.743 0.081 0.260 -0.054
C 3.411 0.267 7.246 0.231 -0.187 0.255
N 2.721 0.423 5.985 -0.017 0.019 -0.028
C 3.127 0.624 4.726 -0.165 -0.098 -0.192
S 1.901 0.815 3.581 -0.176 -0.091 -0.164
N 4.392 0.692 4.299 0.021 -0.012 0.077
C 5.642 0.325 4.937 0.268 -0.033 0.260
C 6.655 -0.055 3.867 -0.134 0.019 0.201
H 3.838 -1.282 8.681 0.070 -0.092 0.148
H 3.709 -1.866 7.012 0.121 -0.070 -0.051
H 2.264 -1.435 7.908 -0.155 -0.054 0.051
H 4.450 0.569 7.141 -0.071 0.077 0.047
H 2.934 0.940 7.966 0.167 -0.004 -0.066
H 1.713 0.353 6.047 0.130 0.055 -0.128
H 4.476 0.990 3.336 -0.206 -0.031 0.102
H 5.474 -0.531 5.596 0.020 0.116 -0.002
H 6.031 1.164 5.527 -0.051 -0.169 0.034
H 6.276 -0.875 3.258 0.004 -0.027 -0.067
H 7.583 -0.373 4.334 0.091 -0.008 0.007
H 6.874 0.798 3.228 0.015 0.047 -0.106
```
Forces are in eV/Å.

Calculated values
LUMO, eV: -1.6
Total charge: +1
E, eV: -193085.4364
Largest force on an atom, eV/A: 1.96
Multiplicity: 1
HOMO, eV: -9.02


No. 2
# C4H11N3O2

A cluster of 2 separate species, C4H11N3O2 in total at a distorted geometry (ωB97M-V with the def2-TZVPD basis set, the Open Molecules 2025 dataset).

```
20
Properties=species:S:1:pos:R:3:forces:R:3
C -2.174 -0.896 1.020 -0.264 0.175 0.117
N -1.201 -0.097 0.315 0.557 -0.704 0.398
C -1.475 0.727 -0.613 -0.487 1.084 0.828
N -0.584 1.758 -0.855 -0.541 -0.610 -1.007
N -2.706 0.891 -1.245 0.503 0.096 0.101
H -1.735 -1.115 1.994 -0.104 -0.196 -0.014
H -2.447 -1.850 0.557 0.114 0.039 -0.203
H -3.104 -0.355 1.240 -0.006 0.022 -0.143
H 0.355 1.635 -0.485 -0.014 -0.172 -0.063
H -0.678 2.162 -1.777 0.321 0.185 0.184
H -3.516 0.400 -0.914 0.182 -0.343 -0.185
H -2.655 1.126 -2.218 -0.378 0.097 -0.054
C 3.686 -0.661 0.377 0.343 -0.508 0.317
C 2.258 -0.192 0.328 -0.142 0.015 0.376
O 1.940 0.974 0.264 0.240 0.088 -0.236
O 1.402 -1.194 0.426 0.369 -0.950 -0.189
H 3.774 -1.733 0.550 -0.304 0.004 -0.172
H 4.194 -0.201 1.224 -0.012 0.366 -0.186
H 4.214 -0.431 -0.546 -0.048 0.256 0.034
H 0.452 -0.947 0.358 -0.329 1.056 0.097
```
Forces are in eV/Å.

Calculated values
SMILES: CN=C(N)N.CC(=O)O
Energy relative to the best compared isomer or geometry (same formula, charge and spin), eV: 0.3677
LUMO, eV: 0.8
E, eV: -12892.4623
Largest force on an atom, eV/A: 1.45
Multiplicity: 1
HOMO, eV: -8.72


No. 3
# C3H3Br3O

A cluster of 3 separate species, C3H3Br3O in total at a distorted geometry (ωB97M-V with the def2-TZVPD basis set, the Open Molecules 2025 dataset).

```
10
Properties=species:S:1:pos:R:3:forces:R:3
C 0.805 0.786 2.453 -2.606 0.521 0.897
C 0.383 -1.094 -0.874 0.083 1.393 0.126
C -0.390 0.851 2.642 1.478 -0.754 -1.122
O -0.768 -1.241 -0.751 -0.667 -0.116 -0.258
Br -1.154 0.410 -3.902 -0.289 -0.020 -0.294
Br 1.256 0.514 -1.446 -0.147 0.576 -0.115
Br 1.707 -2.236 -0.348 0.983 -1.784 0.570
H 1.758 1.067 2.694 2.182 0.125 -0.043
H -2.191 0.270 -2.943 0.029 -0.014 0.021
H -1.405 0.674 2.474 -1.046 0.074 0.218
```
Forces are in eV/Å.

Calculated values
Energy relative to the best compared isomer or geometry (same formula, charge and spin), eV: 1.8452
LUMO, eV: 0.1
E, eV: -215331.5403
Largest force on an atom, eV/A: 2.80
Multiplicity: 1
HOMO, eV: -10.12


No. 4
# C17H24FeN4O5

A structure of composition C17H24FeN4O5 at a distorted geometry (ωB97M-V with the def2-TZVPD basis set, the Open Molecules 2025 dataset).

```
51
Properties=species:S:1:pos:R:3:forces:R:3
O -1.750 0.139 -4.203 -0.447 -0.471 -0.217
H -2.669 0.082 -4.512 0.450 0.150 0.113
Fe 0.360 0.174 -0.192 0.429 0.955 -0.185
N 2.072 1.177 -0.323 0.802 0.102 0.588
N 0.112 1.430 -1.754 0.026 0.229 -0.347
O 3.161 1.017 0.565 0.242 -0.392 0.573
O -1.170 1.752 -2.210 -0.608 -0.502 -1.426
C 2.171 2.250 -1.109 -0.877 -0.238 -0.092
C 1.020 2.413 -1.926 0.248 -0.271 0.674
C 3.280 3.226 -1.035 0.366 0.370 -0.275
C 0.805 3.617 -2.777 0.001 0.394 -0.190
H 4.191 2.765 -0.650 -0.115 0.138 -0.090
H 3.020 4.079 -0.390 0.073 -0.228 -0.028
H 3.467 3.640 -2.032 0.118 -0.083 0.215
H -0.266 3.802 -2.934 0.410 -0.131 -0.015
H 1.302 3.502 -3.755 -0.259 0.020 0.224
H 1.248 4.509 -2.306 -0.160 -0.286 -0.139
H 2.841 0.364 1.222 0.265 0.437 -0.775
H -1.306 1.229 -3.077 0.031 0.806 1.502
O -1.022 2.174 1.061 0.140 0.405 -0.206
H -0.534 2.705 1.714 -0.266 -0.223 -0.386
H -1.322 2.808 0.379 0.192 -0.455 0.347
C -1.289 -1.183 -3.906 -0.151 -0.058 -0.616
H -1.970 -1.723 -3.233 0.093 0.321 -0.108
H -0.296 -1.084 -3.448 -0.287 0.019 -0.257
H -1.230 -1.753 -4.845 0.241 0.036 0.309
O 2.252 -1.648 -1.081 0.096 -0.141 0.434
H 3.058 -1.102 -1.089 -0.419 -0.164 0.010
H 2.452 -2.404 -0.502 0.016 0.362 -0.348
C 0.897 0.201 4.387 -0.171 -0.078 0.070
C 1.165 0.456 3.030 -0.825 -0.824 -0.351
N 0.486 -0.166 2.047 -0.079 0.463 0.833
C -0.557 -0.984 2.378 0.617 0.478 1.117
C -0.927 -1.240 3.735 0.362 0.229 -1.293
C -0.146 -0.642 4.742 0.124 0.368 -0.143
C -2.019 -2.131 3.981 -0.489 -0.672 -0.396
C -2.608 -2.840 2.962 0.302 0.257 0.792
C -2.165 -2.698 1.606 0.802 0.849 -0.132
C -2.549 -3.534 0.545 0.033 0.202 -0.368
C -1.956 -3.390 -0.702 -0.251 -0.256 0.266
C -1.022 -2.373 -0.917 -0.169 0.660 0.969
N -0.737 -1.472 0.044 -0.479 -2.056 0.052
C -1.212 -1.689 1.314 -0.023 -0.560 -0.768
H 1.532 0.681 5.130 -0.274 -0.135 -0.071
H 1.947 1.172 2.751 -0.341 -0.344 -0.012
H -0.401 -0.841 5.784 0.208 0.093 -0.223
H -2.324 -2.269 5.018 -0.053 -0.069 -0.299
H -3.389 -3.571 3.163 0.133 0.192 0.080
H -3.294 -4.297 0.747 0.078 -0.034 -0.204
H -2.211 -4.048 -1.530 0.073 0.040 0.262
H -0.495 -2.281 -1.867 -0.226 0.093 0.533
```
Forces are in eV/Å.

Calculated values
LUMO (alpha / beta), eV: -3.7 / -3.8
Total charge: +1
E, eV: -68595.7452
Largest force on an atom, eV/A: 2.11
Multiplicity: 6
HOMO (alpha / beta), eV: -8.32 / -10.80